The following is a DFT calculation (ωB97M-V/def2-TZVPD) of 2 unconnected molecules or ions with the total composition C8H11N4S2 at a distorted geometry.

Calculated values
largest force on an atom	0.1068	hartree/bohr
LUMO (alpha / beta)	-6.81 / -6.02	eV
charge	+1

```
25
Properties=species:S:1:pos:R:3:lowdin_charge:R:1
S -1.846 -1.111 -0.452 0.8934
N 4.612 1.236 -1.276 0.0853
S 2.727 -0.344 1.985 1.0719
C 0.374 0.119 0.977 -0.2765
H 1.495 2.414 -1.779 0.1312
N 1.011 -0.715 1.681 -0.1871
C -4.198 -0.051 0.469 -0.1547
N 0.694 1.047 0.250 0.1833
H -2.468 -2.502 -2.032 0.0111
C 2.336 1.832 -1.390 -0.0064
H -2.816 -3.103 -0.615 0.0836
H -4.386 -0.343 -0.582 0.0557
C 3.048 0.445 0.422 -0.4327
H -3.142 -1.606 1.466 0.0167
H 3.824 2.631 -2.719 0.1509
N -2.834 -2.226 -1.182 -0.2974
H -2.217 -0.007 1.579 0.0593
C 2.020 1.043 -0.272 -0.2486
C -2.923 -0.706 1.095 -0.3687
H 0.626 -1.522 2.197 0.1402
C 3.601 1.904 -1.861 -0.1255
H -3.888 1.014 0.586 0.0773
H -5.202 -0.168 1.004 0.1028
C 4.361 0.583 -0.125 -0.1165
H 5.191 0.136 0.574 0.1513
```

***

The following is a DFT calculation (ωB97M-V/def2-TZVPD) of C8H11N5O2 in the gas phase at a distorted geometry.

Calculated values
ΔE to the lowest compared entry with this formula, charge and spin	24.8	kcal/mol
largest force on an atom	0.0792	hartree/bohr
SMILES	Nc1ncnc2ncn(COCCO)c12
LUMO	0.37	eV

```
26
Properties=species:S:1:pos:R:3:lowdin_charge:R:1
H -0.954 2.448 1.380 0.1461
H 2.091 2.177 0.955 0.1849
N -1.688 -2.237 -1.531 0.1075
H 1.902 0.026 1.012 0.0977
N 0.266 -1.273 -2.613 0.0972
C -0.158 -0.755 -0.312 -0.1082
H 2.072 0.789 -1.079 0.1066
C 0.657 -0.771 -1.443 -0.3708
H -0.406 2.316 -0.916 0.0695
H 1.426 3.235 2.652 0.1508
C -1.218 -0.835 1.562 -0.1173
C 1.090 0.089 1.686 -0.1549
C -0.908 -2.035 -2.550 -0.2187
C -0.018 2.921 0.905 -0.1716
H -1.536 -0.504 2.545 0.1373
N -0.149 -0.261 0.960 -0.0009
H -1.160 -2.438 -3.601 0.1241
O 0.423 2.515 -0.490 -0.1053
N 1.891 -0.166 -1.525 0.1039
H 2.226 -0.342 -2.474 0.0964
H -0.104 3.984 0.884 0.0934
C 1.144 2.462 1.808 -0.1630
H 1.361 -0.865 2.229 0.1602
N -2.077 -1.510 0.776 0.1511
C -1.414 -1.505 -0.390 -0.2863
O 0.869 1.218 2.533 -0.1297
```

***

The following is a DFT calculation (ωB97M-V/def2-TZVPD) of a molecular structure, C8H11N6S2V at a distorted geometry.

Calculated values
largest force on an atom	0.0201	hartree/bohr
LUMO (alpha / beta)	-13.34 / -12.58	eV
2S+1	2
charge	+3

```
28
Properties=species:S:1:pos:R:3:lowdin_spin:R:1
H 5.142 0.598 -0.897 0.0000
N -2.747 -0.288 -2.647 -0.0034
N -2.766 -2.566 -2.287 -0.0034
C 2.395 -1.275 -0.368 0.0038
V -0.250 -0.674 0.705 1.3298
N 1.555 -0.317 0.075 -0.0047
H 4.359 -1.762 -1.063 -0.0001
C 3.239 1.345 -0.198 0.0003
H -2.670 0.650 -2.280 -0.0002
H -2.805 0.776 4.282 -0.0006
C 4.123 0.338 -0.635 0.0015
C 1.970 0.989 0.138 0.0037
H -2.687 -3.351 -1.653 -0.0005
C 3.698 -0.975 -0.727 -0.0011
C 0.935 1.861 0.702 0.0076
H 2.022 -2.293 -0.408 0.0006
N -1.136 1.862 1.753 -0.0206
H -3.075 -0.377 -3.604 -0.0002
H -3.088 -2.774 -3.228 -0.0002
N -2.523 1.380 3.523 -0.0016
S -0.857 -0.617 2.834 -0.1911
S -2.238 -1.096 -0.139 -0.0763
C -2.581 -1.336 -1.878 -0.0072
H 1.078 2.910 0.941 -0.0005
N -0.158 1.254 1.015 -0.0309
H 3.559 2.376 -0.120 0.0001
C -1.576 1.045 2.671 -0.0052
H -2.917 2.314 3.491 0.0004
```

***

The following is a DFT calculation (ωB97M-V/def2-TZVPD) of C8H11NO3 in the gas phase at a distorted geometry.

Calculated values
ΔE to the lowest compared entry with this formula, charge and spin	71.2	kcal/mol
largest force on an atom	0.1214	hartree/bohr
SMILES	OC/C=C/C[C@H]1C=C(O)N=C1O
LUMO	0.57	eV

```
23
Properties=species:S:1:pos:R:3:lowdin_charge:R:1
H 0.764 -0.441 1.671 0.1287
C 1.226 2.246 0.916 -0.3922
H 1.590 -2.410 0.396 0.1670
C -1.320 -1.782 0.336 0.0086
H -1.307 -2.414 1.158 0.0977
H -0.179 0.847 -2.664 0.1307
H -0.108 -2.722 -1.248 0.1613
C -0.725 -0.588 -1.593 -0.4403
H -3.456 0.642 0.681 0.1015
H 2.057 1.051 -0.842 0.1277
O -0.055 -0.113 -2.618 0.1122
H 1.846 -1.234 -1.074 0.1077
C -2.083 -0.701 0.061 -0.3015
H -0.589 2.208 1.793 0.1500
C 1.569 0.973 0.175 -0.0848
C -0.264 -1.736 -0.726 -0.2559
H 2.213 2.781 1.303 0.1469
N -1.589 0.102 -1.041 0.1941
O -3.176 -0.274 0.826 0.0375
O 0.405 2.135 1.932 -0.0566
C 1.089 -0.190 0.638 -0.1147
H 0.941 3.082 0.162 0.1323
C 1.152 -1.462 -0.243 -0.1580
```

***

The following is a DFT calculation (ωB97M-V/def2-TZVPD) of 2 unconnected molecules or ions with the total composition C8H11NO3S at a distorted geometry.

Calculated values
ΔE to the lowest compared entry with this formula, charge and spin	110.2	kcal/mol
largest force on an atom	0.0903	hartree/bohr
SMILES	C/C=C/N1C=CC=CC1.O=S(=O)=O
LUMO (alpha / beta)	-0.27 / -0.27	eV

```
24
Properties=species:S:1:pos:R:3:lowdin_charge:R:1
H -0.960 0.190 -2.017 0.1389
H 0.061 1.788 -1.627 0.1305
C 1.175 -0.422 -0.372 -0.1295
C -2.001 2.230 0.398 -0.1026
O -1.777 -1.732 -1.461 -0.2566
H -1.198 1.975 2.625 0.1308
H -2.579 2.025 -1.619 0.1178
H 2.792 -2.660 -0.665 0.0999
H -2.753 2.738 0.933 0.0891
H 3.702 -1.247 -0.997 0.0514
H 4.079 -2.018 0.409 0.0570
H 1.287 -0.515 -1.413 0.1171
H 0.316 0.165 1.963 0.1250
O -2.841 -0.689 0.444 -0.2335
C 2.092 -0.946 0.504 -0.0712
O -1.078 -2.260 0.858 -0.2458
C 3.224 -1.725 -0.175 -0.1066
C -1.838 1.811 -0.836 -0.0770
N 0.041 0.272 -0.019 -0.1647
C -1.157 1.708 1.533 -0.0608
C -0.320 0.739 1.274 -0.1221
C -0.553 0.958 -1.200 -0.1408
H 2.035 -0.955 1.535 0.0679
S -1.752 -1.430 -0.074 0.5860
```

***

The following is a DFT calculation (ωB97M-V/def2-TZVPD) of C8H11NO4S2 in the gas phase.

Calculated values
ΔE to the lowest compared entry with this formula, charge and spin	0.0	kcal/mol
largest force on an atom	0.0173	hartree/bohr
SMILES	O=C(O)CCCNS(=O)(=O)c1cccs1
LUMO	0.51	eV

```
26
Properties=species:S:1:pos:R:3:lowdin_charge:R:1
O 4.670 0.494 -2.241 0.1111
C -3.258 -0.054 3.058 -0.1737
O 0.875 0.347 1.449 -0.2718
S -2.935 -1.248 0.810 1.0418
H 0.742 2.221 0.121 0.1130
H 3.657 -0.407 -4.121 0.1316
N -0.516 0.806 -0.623 -0.1283
C 3.490 0.308 -2.359 -0.5355
H -3.694 0.311 3.970 0.1050
C 2.436 0.617 -1.328 -0.1035
H 2.008 2.616 -2.019 0.1255
H 2.922 0.954 -0.413 0.1321
O 0.179 -1.551 0.014 -0.2972
C 1.467 1.684 -1.846 -0.1650
H -0.751 0.304 -1.466 0.1145
C -1.620 -0.366 1.473 -0.6243
H 1.892 -0.306 -1.114 0.0980
H -0.293 2.773 -1.219 0.1199
H -4.930 -1.178 2.204 0.0654
O 2.958 -0.208 -3.478 0.1032
C -3.919 -0.826 2.156 -0.3928
H -1.221 0.798 3.221 0.1155
C -1.930 0.215 2.663 -0.1422
H 1.042 1.354 -2.798 0.1154
S -0.092 -0.265 0.591 0.5839
C 0.334 1.953 -0.854 -0.2419
```

***

The following is a DFT calculation (ωB97M-V/def2-TZVPD) of C8H11NOS in the gas phase at a distorted geometry.

Calculated values
ΔE to the lowest compared entry with this formula, charge and spin	81.0	kcal/mol
largest force on an atom	0.0934	hartree/bohr
SMILES	CNc1csc(C)c(C)c1=O
LUMO	0.49	eV

```
22
Properties=species:S:1:pos:R:3:lowdin_charge:R:1
S 1.376 -2.088 -0.070 1.0139
N -2.406 -0.919 -0.531 -0.0602
C 0.874 0.678 -0.321 -0.1754
C -0.582 0.362 -0.309 -0.3368
H -4.314 -0.531 0.328 0.1177
H 3.661 -0.181 1.137 0.0931
C 3.296 -0.155 0.020 -0.1474
H -0.721 -3.056 -0.365 0.0442
H 3.717 -1.168 -0.544 0.0960
C 1.029 2.182 0.007 -0.0640
H -2.886 -0.665 1.471 0.0698
C -3.201 -0.273 0.514 -0.0916
H 0.740 2.849 -0.779 0.0560
C 1.783 -0.365 -0.137 -0.5378
H 3.542 1.053 -0.419 0.1539
C -1.072 -1.039 -0.279 -0.3297
H 0.321 2.544 0.909 0.1387
O -1.176 1.397 -0.575 0.0331
H 1.998 2.670 0.240 0.0631
C -0.320 -2.129 -0.227 -0.3613
H -2.929 0.767 0.642 0.0663
H -2.730 -1.933 -0.712 0.1584
```

***

The following is a DFT calculation (ωB97M-V/def2-TZVPD) of C8H11NOS in the gas phase at a distorted geometry.

Calculated values
ΔE to the lowest compared entry with this formula, charge and spin	12.5	kcal/mol
largest force on an atom	0.0631	hartree/bohr
SMILES	CC(C)=C1C(=S)NC(=O)[C@H]1C
LUMO	-0.21	eV

```
22
Properties=species:S:1:pos:R:3:lowdin_charge:R:1
H -2.266 1.196 0.929 0.0883
C 0.326 -1.594 1.473 -0.0244
H 1.141 -2.345 -1.464 0.0385
H -0.559 -2.330 -1.884 0.0749
C 0.106 1.178 0.518 -0.2110
N 0.444 1.862 -1.713 0.1189
O 0.404 3.535 -0.230 0.1130
C -1.236 1.348 1.292 -0.0372
S 0.439 -0.397 -3.155 0.7083
H 0.016 -3.372 -0.523 0.0984
C 0.198 -2.350 -1.005 -0.1330
H 0.610 2.398 -2.528 0.1397
H 0.867 1.210 1.325 0.1623
H 0.478 -2.645 1.645 0.0733
C 0.235 0.518 -1.780 -0.6902
C 0.306 -1.255 -0.002 -0.2446
H -0.634 -1.325 1.951 0.0852
H -1.081 0.655 2.219 0.0906
H 1.062 -0.970 1.959 0.0816
H -1.405 2.318 1.791 0.0798
C 0.209 0.012 -0.412 -0.2035
C 0.339 2.352 -0.406 -0.4088
```

***

What did the eighth record say?
The following is a DFT calculation (ωB97M-V/def2-TZVPD) of C8H11NOS in the gas phase at a distorted geometry.

Calculated values
ΔE to the lowest compared entry with this formula, charge and spin	12.5	kcal/mol
largest force on an atom	0.0631	hartree/bohr
SMILES	CC(C)=C1C(=S)NC(=O)[C@H]1C
LUMO	-0.21	eV

```
22
Properties=species:S:1:pos:R:3:lowdin_charge:R:1
H -2.266 1.196 0.929 0.0883
C 0.326 -1.594 1.473 -0.0244
H 1.141 -2.345 -1.464 0.0385
H -0.559 -2.330 -1.884 0.0749
C 0.106 1.178 0.518 -0.2110
N 0.444 1.862 -1.713 0.1189
O 0.404 3.535 -0.230 0.1130
C -1.236 1.348 1.292 -0.0372
S 0.439 -0.397 -3.155 0.7083
H 0.016 -3.372 -0.523 0.0984
C 0.198 -2.350 -1.005 -0.1330
H 0.610 2.398 -2.528 0.1397
H 0.867 1.210 1.325 0.1623
H 0.478 -2.645 1.645 0.0733
C 0.235 0.518 -1.780 -0.6902
C 0.306 -1.255 -0.002 -0.2446
H -0.634 -1.325 1.951 0.0852
H -1.081 0.655 2.219 0.0906
H 1.062 -0.970 1.959 0.0816
H -1.405 2.318 1.791 0.0798
C 0.209 0.012 -0.412 -0.2035
C 0.339 2.352 -0.406 -0.4088
```

***

Question: The highest largest force on an atom belongs to which entry?
Answer: C8H11NO3

***

Question: Which of these has the lowest largest force on an atom?
Answer: C8H11NO4S2

***

Question: largest force on an atom of number 8 (C8H11NOS)?
Answer: 0.0631 hartree/bohr